1.
66
Properties=species:S:1:pos:R:3:forces:R:3:lowdin_charge:R:1 method="wB97M-V/def2-TZVPD" lumo_ev="4.587 / 4.587" homo_lumo_gap_ev="5.4 / 5.2" total_charge=-2 s2=0.80 e_homo_ev="-0.8 / -0.7" spin_multiplicity=2 e_above_lowest_kj_mol=8.6
Te 2.3931 1.2954 0.6696 0.04 0.03 -0.03 0.94
Mn 0.1088 -0.2299 1.2627 0.69 -0.08 -0.32 0.18
Si 0.0600 -2.1464 -1.6915 0.06 0.06 -0.01 0.37
Si -2.2625 -0.2719 -1.0447 -0.14 -0.05 0.25 0.28
Si 0.1835 0.8494 -2.3350 0.04 -0.01 0.09 0.31
O -2.6996 -0.8112 0.4867 -0.13 -0.17 -0.07 -0.32
N -1.6147 2.3479 1.8946 0.04 -0.06 0.10 -0.02
C -0.0903 -2.5833 -3.5467 -0.01 0.03 -0.01 -0.20
C -0.4665 -0.4608 -1.2118 -0.15 0.02 0.13 -0.45
C -0.3293 -0.9967 3.2553 -0.03 0.03 -0.01 -0.19
C 4.4207 2.9696 4.1826 0.03 0.01 0.04 -0.14
C -2.9895 1.4580 -1.2229 0.05 0.03 0.04 -0.17
C 4.1241 2.3500 2.9768 -0.04 0.00 0.00 -0.19
C -0.6645 0.8710 -4.0483 -0.04 -0.02 -0.03 -0.19
C 2.8045 2.2136 2.5311 0.05 -0.01 -0.03 -0.65
C -0.9945 -3.5434 -0.9360 -0.05 0.01 0.03 -0.19
C 0.5326 -2.4250 1.6903 -0.14 -0.07 0.10 -0.19
C 1.5913 -1.6596 2.1986 0.03 0.07 -0.06 -0.22
C -3.8410 -0.3968 1.1767 0.03 0.04 0.07 -0.18
C 1.8913 -2.4956 -1.3391 -0.02 -0.03 -0.02 -0.19
C 3.4018 3.4675 4.9852 0.02 0.02 0.02 -0.15
C -0.6627 -2.0175 2.3379 -0.03 -0.11 0.05 -0.18
C 1.9847 0.5787 -2.8543 0.04 0.00 0.02 -0.22
C -0.0200 2.6244 -1.7198 0.03 -0.05 0.02 -0.23
C 1.0659 -0.7581 3.1605 -0.14 0.15 0.03 -0.21
C 2.0864 3.3377 4.5564 -0.02 0.00 0.02 -0.12
C -0.9439 1.4262 1.6565 -0.13 0.09 -0.16 -0.36
C 1.7894 2.7234 3.3473 0.01 0.01 0.00 -0.16
C -3.4093 -1.2971 -2.1755 0.14 0.04 -0.08 -0.16
H -3.8133 0.6780 1.3815 -0.01 0.00 0.01 0.06
H 1.6277 -0.0096 3.6958 -0.03 -0.02 0.04 0.09
H -3.2300 -2.3683 -2.0849 0.00 -0.04 0.00 0.00
H 2.0679 -3.5620 -1.1616 0.00 -0.01 0.00 0.02
H -0.5202 -0.0691 -4.5839 0.00 -0.01 -0.02 0.00
H 5.4547 3.0580 4.5028 0.00 0.00 -0.01 0.08
H -1.0160 -0.4379 3.8723 -0.03 -0.03 -0.02 0.10
H -0.2400 1.6777 -4.6560 0.01 0.02 -0.01 0.02
H 0.5675 -1.9883 -4.1835 0.02 0.01 0.00 0.00
H -1.7270 -3.8866 -1.6705 -0.02 -0.01 -0.01 0.01
H 2.6693 0.4212 -2.0213 0.02 -0.02 0.01 -0.05
H 2.6184 -1.6947 1.8728 -0.01 0.00 -0.01 0.08
H -1.7398 1.0452 -3.9710 -0.05 0.02 -0.01 0.00
H -1.1175 -2.4388 -3.8923 -0.02 0.00 -0.02 0.01
H -1.6539 -2.3884 2.1322 0.01 0.01 -0.01 0.09
H -3.8680 -0.9205 2.1389 -0.04 0.01 -0.01 0.07
H -4.4492 -1.1010 -1.8937 -0.02 -0.01 0.01 0.01
H 2.3317 1.4583 -3.4055 -0.01 0.03 -0.01 0.02
H -1.5342 -3.2125 -0.0485 -0.03 -0.01 0.01 0.01
H 2.4978 -2.1961 -2.1960 0.03 0.00 -0.04 0.01
H 0.9079 3.1772 -1.8810 0.02 0.03 0.02 0.01
H 0.6200 -3.1927 0.9426 -0.01 0.00 -0.02 0.07
H -4.7668 -0.6379 0.6320 -0.01 0.01 0.00 0.07
H 3.6298 3.9477 5.9305 0.00 0.00 0.01 0.08
H -0.2333 2.6464 -0.6507 0.01 0.05 -0.02 -0.02
H -0.8263 3.1357 -2.2516 -0.03 0.01 -0.03 0.01
H 2.0594 -0.2820 -3.5232 0.01 -0.05 -0.03 0.01
H 1.2774 3.7218 5.1696 0.00 -0.01 -0.01 0.09
H 4.9256 1.9538 2.3637 0.01 0.00 -0.01 0.07
H 0.7598 2.6363 3.0244 -0.03 0.00 0.00 0.05
H 0.1697 -3.6381 -3.6890 0.01 -0.03 0.00 0.02
H -0.3812 -4.4080 -0.6657 0.04 0.00 0.00 0.02
H -2.8158 1.8778 -2.2139 -0.01 0.01 -0.05 0.01
H -2.5802 2.1403 -0.4780 0.00 0.00 0.02 0.01
H -3.2943 -1.0223 -3.2282 0.02 0.02 -0.02 0.02
H -4.0727 1.3930 -1.0765 -0.03 0.00 0.00 0.03
H 2.2453 -1.9331 -0.4758 0.02 0.03 0.03 0.00

2.
66
Properties=species:S:1:pos:R:3:forces:R:3:lowdin_charge:R:1 method="wB97M-V/def2-TZVPD" lumo_ev=0.136 homo_lumo_gap_ev=8.9 e_homo_ev=-8.8 e_above_lowest_kj_mol=0.0
P -1.6316 0.3155 -3.7696 0.04 0.02 0.10 0.33
O -2.1457 0.4409 -5.2735 0.35 -0.35 0.01 -0.22
O -1.2945 1.8072 -3.3604 -0.43 -0.11 0.36 -0.21
O -0.5517 -0.6455 -3.5619 0.03 -0.11 -0.46 -0.22
O -2.9462 0.0170 -2.9393 0.01 0.58 0.12 -0.22
N 6.2877 1.2997 0.0936 -0.12 0.41 -0.24 0.13
N 4.8643 2.7975 -1.9166 0.73 -0.64 1.11 0.13
C 3.4498 0.8943 -2.2057 0.12 0.66 -0.27 -0.02
C -3.6093 0.8453 4.2280 0.09 -0.70 0.47 -0.21
C 5.8689 3.2554 -1.2108 0.20 1.16 -0.43 -0.14
C 0.9311 -3.1625 0.4303 -0.37 -0.01 0.94 -0.20
C 6.5840 2.5328 -0.2287 -0.04 -0.31 0.13 -0.13
C 3.7517 -1.1019 -0.8553 -0.45 -0.73 -0.55 -0.23
C -0.3794 -2.6202 1.0752 0.00 0.09 -0.79 -0.21
C -2.0265 -0.6844 1.2395 0.16 -0.89 0.19 -0.21
C -2.5260 -0.9558 2.6821 0.10 0.63 -0.05 -0.20
C 4.8181 -0.5386 -0.2515 0.36 0.10 0.26 0.02
C -2.2924 0.2693 3.6377 -0.59 -0.52 -0.89 -0.19
C 2.2291 -2.3732 0.7276 0.35 -0.62 -0.93 -0.17
C -3.6877 0.8586 5.7737 -0.05 0.83 0.06 -0.26
C 3.0701 -0.3474 -1.8651 -0.58 -0.98 0.20 -0.02
C -3.1453 1.4107 -5.5962 -0.13 0.15 -0.10 -0.09
C 3.2537 -2.4919 -0.4894 -0.65 0.99 0.78 -0.12
C 5.2194 0.7794 -0.5815 0.88 -0.14 0.80 -0.22
C -0.2381 2.4641 -4.0684 0.16 0.16 -0.16 -0.09
C -2.3898 1.3309 6.4671 -0.08 -1.04 -0.36 -0.12
C 4.5491 1.5176 -1.5553 -1.16 0.06 -1.08 -0.23
C -0.5432 -1.0931 1.0163 -0.25 0.29 0.39 -0.21
C -3.4520 -1.3213 -2.9913 -0.05 -0.26 0.08 -0.09
H -2.6491 -1.3115 0.5807 0.26 0.20 -0.10 0.09
H 4.0615 -3.1532 -0.1656 0.02 0.10 -0.43 0.11
H -1.8931 2.1180 5.8894 -0.21 0.12 0.33 0.08
H 7.4141 3.0137 0.2869 -0.11 -0.09 -0.08 0.10
H -3.5603 1.8854 -4.7073 0.03 -0.05 0.02 0.09
H -1.2079 -3.0518 0.4893 0.15 -0.03 0.22 0.11
H -2.5700 1.6050 7.5100 0.07 0.23 -0.23 0.07
H -2.2404 0.3545 0.9604 0.21 -0.11 0.09 0.11
H 0.7586 -3.2777 -0.6455 0.14 0.29 0.12 0.10
H 2.2042 -0.7609 -2.3844 0.18 -0.16 0.21 0.11
H -4.4831 1.5657 6.0555 0.04 -0.26 -0.09 0.10
H 0.3701 1.7595 -4.6369 -0.01 -0.04 0.06 0.09
H 0.3926 2.9799 -3.3479 -0.05 -0.06 0.06 0.09
H -2.0277 -1.8286 3.1205 -0.12 0.04 -0.29 0.09
H -0.6713 3.1964 -4.7501 -0.01 -0.03 0.01 0.09
H -2.7005 2.1741 -6.2341 0.01 -0.03 0.01 0.09
H 6.1781 4.2862 -1.4026 -0.06 -0.22 -0.02 0.10
H -3.5914 -1.2087 2.6039 0.15 0.13 0.27 0.10
H -3.9467 0.9149 -6.1410 0.05 -0.05 0.01 0.09
H -0.1667 -0.6735 0.0719 -0.16 -0.28 0.04 0.11
H -0.5290 -2.9737 2.1026 0.28 0.05 -0.16 0.10
H -4.0076 -0.1179 6.1603 0.24 0.12 -0.08 0.10
H 2.7165 -2.8098 1.6082 -0.13 0.23 -0.06 0.11
H -3.8170 1.8524 3.8487 0.18 -0.16 0.03 0.11
H 2.7363 -2.8774 -1.3734 0.17 -0.29 0.26 0.10
H 1.0645 -4.1808 0.8262 0.02 0.11 -0.31 0.11
H -3.2809 -1.7730 -3.9695 0.03 0.01 0.02 0.09
H 2.9055 1.4185 -2.9874 0.22 0.13 0.17 0.11
H 2.0727 -1.3126 0.9411 -0.22 -0.19 -0.11 0.09
H 5.3842 -1.0829 0.5010 0.00 0.21 -0.08 0.13
H -2.9723 -1.9239 -2.2214 0.06 0.00 -0.05 0.08
H -4.5225 -1.2824 -2.8032 0.03 0.14 0.02 0.09
H -1.8367 1.0380 3.0012 0.27 -0.06 0.48 0.10
H -4.4191 0.1895 3.8796 -0.01 0.38 -0.01 0.09
H -1.5877 -0.0732 4.3994 -0.09 0.49 0.02 0.09
H -1.6943 0.4807 6.4821 0.03 0.28 0.11 0.06
H 0.0986 -0.6596 1.8008 -0.26 0.11 -0.13 0.11

3.
71
Properties=species:S:1:pos:R:3:forces:R:3:lowdin_charge:R:1 method="wB97M-V/def2-TZVPD" lumo_ev=2.483 homo_lumo_gap_ev=7.9 total_charge=-1 e_homo_ev=-5.4 e_above_lowest_kj_mol=50.8
O -1.2334 -0.6055 -0.3692 0.98 0.46 0.05 -0.01
O -3.0360 -2.8555 2.6131 0.29 -0.39 0.48 0.05
O -3.4718 -3.3807 -1.1351 0.12 -0.24 -0.13 0.03
O -0.1265 1.3322 -0.3904 -1.28 -0.59 0.69 0.00
O -2.8156 2.4179 0.7109 -0.16 0.05 0.10 0.05
O 1.0252 -0.6194 -0.4752 -0.37 0.93 0.12 -0.07
N -3.8796 3.9407 1.9552 0.43 0.60 0.72 0.01
N 0.0734 4.1811 -0.8339 0.89 0.51 0.61 0.02
N 2.6941 -2.6587 -1.4031 0.73 -0.31 -0.34 0.03
N -1.0853 -2.8990 3.7342 0.63 -0.06 0.06 0.00
N 3.3467 1.1456 -0.5086 0.72 0.35 -0.07 0.04
N -1.4753 -3.0165 -2.1128 -0.20 -0.34 -0.24 0.03
C -0.1053 -0.0616 -0.3960 0.05 -1.74 -0.65 -0.74
C 3.4923 -3.4508 -0.6365 -0.46 -0.46 0.49 -0.15
C 4.2339 -4.2836 -1.4430 0.05 0.31 0.49 -0.13
C 5.5007 1.0684 -1.0395 0.39 0.05 -0.55 -0.13
C -0.2922 -2.2855 2.6902 0.57 0.30 -0.37 -0.06
C -0.5139 -3.2831 -3.1562 0.40 0.03 0.04 -0.10
C 2.9967 -2.9104 -2.7197 -0.64 -0.06 0.44 -0.17
C -3.9276 5.2388 2.5873 -0.70 0.21 0.36 -0.09
C -2.7470 3.3186 1.5349 0.58 -1.63 -0.79 -0.52
C 0.4952 5.3763 -0.3063 -0.29 0.55 -0.26 -0.16
C 0.0665 6.4020 -1.1362 0.16 -0.95 0.49 -0.12
C -2.3887 -3.1925 3.5965 -1.09 0.74 -1.23 -0.58
C -1.4019 3.6577 2.1436 -0.98 0.93 0.34 0.00
C 4.2833 0.4655 -1.2375 -0.14 -0.32 0.17 -0.13
C -2.5999 -3.7454 -1.9114 -0.71 0.04 0.59 -0.55
C -0.6052 5.7648 -2.1984 -0.67 0.18 -1.01 -0.14
C 3.9699 2.1886 0.1188 -0.73 0.24 0.08 -0.16
C -2.7701 -5.0313 -2.7111 0.11 0.65 -0.84 -0.02
C -3.0500 -3.8763 4.7479 0.05 -0.44 0.72 -0.02
C 3.9157 -3.9340 -2.7655 -0.15 0.21 -0.85 -0.14
C -0.5736 4.4080 -2.0114 0.27 -0.24 0.47 -0.13
C 5.3047 2.1760 -0.1968 -0.39 0.39 0.24 -0.14
H -4.6215 5.2561 3.4336 0.06 -0.26 0.04 0.08
H 2.4635 -2.3824 -3.4931 0.12 -0.07 -0.09 0.10
H -1.8080 -5.5220 -2.8537 -0.18 -0.31 -0.01 0.07
H 3.3615 2.8877 0.6741 0.22 0.01 0.11 0.09
H -1.1128 6.2403 -3.0269 0.15 0.04 0.04 0.08
H -0.1148 -1.2186 2.8462 -0.13 -0.01 0.19 0.08
H -2.9654 5.5478 2.9833 0.09 -0.10 -0.18 0.07
H 1.9854 -2.0119 -1.0441 0.05 0.21 -0.08 0.09
H -0.9663 -3.6852 -4.0636 -0.19 0.05 0.07 0.07
H 3.3978 -3.4628 0.4386 0.06 0.18 -0.05 0.10
H -3.5579 -5.6846 -2.3515 0.25 0.05 0.64 0.07
H 0.3482 3.2796 -0.4533 -0.31 0.01 -0.40 0.10
H -0.0173 -2.3560 -3.4412 -0.04 0.06 0.10 0.08
H -1.2769 4.7251 1.9457 0.64 -0.07 0.19 0.07
H -0.7434 -2.3614 1.7035 -0.39 -0.17 0.17 0.08
H 6.0292 2.9252 0.0774 0.03 -0.07 0.13 0.08
H 0.2110 7.4582 -0.9972 0.04 0.05 0.07 0.08
H 4.9412 -5.0164 -1.0927 0.00 -0.06 -0.07 0.08
H -3.1514 -4.7268 -3.6952 0.33 -0.02 -0.10 0.08
H 1.0493 5.4602 0.6141 0.01 -0.28 0.02 0.10
H 6.4452 0.8506 -1.5151 -0.13 -0.36 -0.01 0.08
H 0.6854 -2.7685 2.6301 -0.04 -0.04 0.10 0.08
H -1.4563 3.4854 3.2213 0.04 0.18 0.02 0.09
H 2.3588 0.9159 -0.4413 0.11 -0.44 -0.06 0.10
H -0.8939 3.5613 -2.5931 -0.23 0.15 -0.10 0.11
H -4.3083 6.0081 1.9097 0.27 0.02 -0.16 0.08
H -2.3273 -4.2385 5.4836 -0.09 0.09 0.10 0.07
H -0.6409 -3.1308 4.6028 0.10 -0.06 -0.03 0.12
H -0.5982 3.0595 1.7374 -0.14 -0.04 -0.31 0.07
H -4.7380 3.4524 1.7741 -0.03 0.05 -0.40 0.14
H 4.0277 -0.4232 -1.7895 -0.04 0.04 -0.01 0.09
H -1.1022 1.3759 -0.1791 0.67 0.98 -0.23 0.09
H 4.2593 -4.3974 -3.6780 0.17 0.07 0.06 0.08
H -3.6348 -4.7335 4.4196 0.01 0.10 -0.23 0.08
H -1.3619 -2.2068 -1.4975 -0.04 0.10 -0.04 0.10
H 0.2711 -3.9807 -2.8489 0.02 -0.01 0.05 0.07
H -3.7365 -3.1738 5.2208 0.04 -0.01 0.03 0.08

4.
63
Properties=species:S:1:pos:R:3:forces:R:3:lowdin_charge:R:1 method="wB97M-V/def2-TZVPD" lumo_ev="-2.195 / -4.679" homo_lumo_gap_ev="8.4 / 6.8" total_charge=+1 s2=8.76 e_homo_ev="-10.6 / -11.4" spin_multiplicity=6
Ru 0.0053 -0.2804 0.3695 -0.86 0.21 -0.29 1.33
Si 1.7795 2.1537 0.0013 0.14 0.13 -0.06 0.45
Si 1.6622 -0.5390 -2.0875 0.24 0.15 -0.31 0.44
N -1.3303 0.9559 -1.1577 0.24 -0.12 0.18 0.03
C -0.8739 0.4438 3.6843 0.03 -0.03 -0.09 -0.03
C -0.2897 1.4973 -1.8135 -0.06 0.27 -0.32 -0.43
C -2.8558 2.1860 -2.5061 0.02 -0.04 0.04 -0.04
C -3.4518 0.0707 1.8828 0.13 0.04 -0.08 -0.02
C 1.0387 -2.0423 3.1382 -0.02 0.04 -0.11 -0.03
C 2.6891 -1.5419 -0.8387 -0.14 0.26 -0.22 -0.18
C 2.6688 -0.2194 -3.6417 -0.13 -0.25 0.18 -0.17
C 2.9270 3.4677 -0.6913 -0.15 -0.09 0.23 -0.17
C -0.1441 -1.6409 2.3096 0.02 0.11 -0.17 -0.31
C -0.4951 2.4067 -2.8505 -0.04 -0.02 0.01 0.00
C 1.0282 1.0592 -1.3291 -0.06 -1.19 1.42 -0.37
C -2.1893 -0.7176 1.7599 0.17 -0.10 -0.01 -0.25
C -2.0080 -1.8836 0.9657 0.08 0.08 0.13 -0.25
C 0.1438 -1.6147 -2.4947 0.26 0.30 0.03 -0.17
C -1.7889 2.7513 -3.1976 0.05 -0.02 0.02 -0.03
C -2.5780 1.2922 -1.4922 -0.19 -0.04 0.02 -0.11
C -1.0333 -0.5530 2.5786 0.09 -0.02 -0.10 -0.28
C -0.1991 -3.7735 0.8418 0.04 0.15 -0.02 -0.01
C 2.6941 1.1138 1.3071 -0.13 0.15 -0.35 -0.18
C -0.7432 -2.4524 1.2951 0.08 0.13 -0.01 -0.27
C -3.0548 -2.5064 0.1006 0.11 0.10 -0.04 -0.02
C 0.3077 2.9188 0.9331 0.30 -0.05 -0.27 -0.17
H 0.1630 0.7660 3.7839 -0.02 0.04 0.04 0.08
H -1.1745 -0.0026 4.6355 0.00 0.03 0.01 0.10
H 0.4609 -2.5986 -2.8455 0.04 -0.01 0.05 0.05
H -3.8794 2.4333 -2.7465 0.00 0.00 0.00 0.11
H 2.9744 -1.1641 -4.0987 0.02 0.03 -0.03 0.04
H -0.2301 3.6353 0.3085 -0.06 -0.05 0.00 0.04
H -1.9696 3.4551 -3.9997 0.00 0.00 0.00 0.12
H 2.4104 4.1164 -1.4010 -0.02 -0.02 0.00 0.03
H 0.7805 -2.9311 3.7197 0.03 0.02 0.04 0.10
H -3.7541 -3.0630 0.7302 -0.02 -0.02 -0.06 0.10
H -1.4930 1.3244 3.5205 0.02 0.02 0.01 0.08
H -0.4602 -1.1559 -3.2803 -0.05 0.02 0.05 0.04
H 3.6866 -1.1226 -0.6995 -0.02 0.03 0.05 0.04
H -4.0134 -0.2855 2.7506 -0.04 0.05 -0.01 0.10
H 0.6443 3.4404 1.8309 0.02 -0.03 0.02 0.04
H 1.9105 -2.2975 2.5336 0.01 0.01 0.01 0.08
H -3.6300 -1.7576 -0.4442 0.00 -0.02 -0.03 0.07
H 2.2203 -1.6099 0.1519 0.09 -0.09 0.03 -0.02
H -4.0907 -0.0498 1.0096 -0.02 0.01 0.03 0.07
H -3.3705 0.8242 -0.9211 0.01 0.02 -0.03 0.10
H 3.3146 4.0962 0.1144 0.01 0.01 -0.03 0.04
H -3.2578 1.1334 2.0301 -0.03 0.01 -0.02 0.08
H 2.8074 -2.5613 -1.2123 -0.03 -0.01 -0.01 0.04
H 3.5979 0.6423 0.9208 -0.03 -0.04 0.01 0.03
H 2.0891 0.3368 -4.3807 -0.03 0.01 0.02 0.03
H 0.3634 2.8229 -3.3607 -0.03 0.02 -0.02 0.12
H -0.4152 2.1540 1.2474 -0.07 0.08 0.07 -0.01
H -2.6269 -3.1994 -0.6214 -0.02 0.01 -0.02 0.08
H -0.9479 -4.3448 0.2980 0.02 -0.02 -0.01 0.08
H 1.3170 -1.2558 3.8370 0.06 -0.01 -0.01 0.08
H 3.7788 3.0178 -1.2043 -0.02 -0.04 0.00 0.03
H 2.9801 1.7611 2.1389 -0.02 0.02 0.01 0.05
H -0.5146 -1.7726 -1.6296 -0.09 -0.12 -0.08 -0.01
H 2.0579 0.3223 1.7301 0.11 -0.02 0.10 -0.01
H 3.5705 0.3535 -3.4192 -0.01 0.01 0.04 0.03
H 0.1161 -4.3569 1.7086 -0.02 -0.05 -0.03 0.09
H 0.6752 -3.6582 0.1970 0.00 -0.05 -0.01 0.07